80
Properties=species:S:1:pos:R:3:forces:R:3:lowdin_charge:R:1 method="wB97M-V/def2-TZVPD" homo_lumo_gap_ev=5.935 charge=+1 e_lumo_ev=-4.4 spin_multiplicity=1 relative_energy_kj_mol=28.5
Pt -0.18443 0.43712 0.45822 -0.4 1.2 0.6 0.621
Br 0.97528 2.80625 1.26678 -0.5 -0.4 -0.4 1.051
Br 1.64470 1.26255 -2.02544 0.4 0.0 -0.3 0.814
S -0.16181 -1.61321 -0.56682 -0.3 0.4 0.4 0.801
P -0.06286 0.01906 2.68792 0.9 -0.7 0.1 0.900
F -0.52524 5.22400 5.54041 0.0 0.0 0.0 0.173
F -1.16894 2.92204 6.81456 0.0 0.0 0.0 0.163
F -0.86999 0.58106 5.60613 -0.1 0.0 0.0 0.120
F 0.43293 5.14500 3.01925 0.0 0.0 0.0 0.108
O -1.18263 1.23549 -1.13056 0.6 0.2 -0.3 -0.376
C -3.08571 3.40641 -0.74166 0.1 0.0 0.0 -0.524
C 0.05111 7.26574 -3.08035 0.0 0.0 0.0 -0.037
C -2.73025 -0.20300 3.26930 0.0 0.0 0.0 -0.083
C 0.35725 7.32933 -0.59637 0.0 0.0 0.0 -0.043
C 0.09864 4.01533 3.62933 0.0 0.0 -0.1 -0.249
C -0.58365 1.68126 4.91156 0.1 -0.1 0.0 -0.195
C -0.77462 -2.79259 0.63346 -0.1 -0.2 -0.2 -0.344
C -0.78886 2.49832 -1.41372 -0.3 -0.3 0.0 -0.475
C -2.62409 -2.86107 4.06585 0.0 0.0 0.0 -0.053
C 3.80085 -1.15624 3.00507 0.0 0.0 0.0 -0.058
C 1.53374 -1.29986 4.61743 0.0 0.0 0.0 -0.079
C 0.22868 2.79977 2.99181 0.1 0.1 0.1 -0.536
C 2.58806 -0.66598 2.54013 0.0 0.0 0.1 -0.121
C 2.74438 -1.79831 5.07012 0.0 0.0 0.0 -0.053
C 1.00748 4.03886 -2.06824 0.1 -0.1 0.1 -0.089
C 2.23350 6.63050 -2.06574 0.0 0.0 0.0 -0.062
C -1.45868 -2.20998 3.68722 0.0 0.1 0.2 -0.115
C -0.13208 1.60568 3.59915 -0.3 0.0 0.0 -0.278
C -1.63999 3.60605 -1.21970 -0.2 0.1 0.1 -0.099
C -1.10789 4.87625 -1.40158 -0.1 0.0 0.0 0.028
C 1.44933 -0.73508 3.34216 -0.1 -0.1 0.0 -0.342
C 0.20836 5.13326 -1.79179 0.0 0.0 0.0 -0.171
C -1.50574 -0.87400 3.29861 -0.1 0.0 -0.1 -0.373
C -3.88862 -0.85532 3.65639 0.0 0.0 0.0 -0.048
C -3.83597 -2.18580 4.05335 0.0 0.0 0.0 -0.052
C -3.06492 2.84446 0.69137 -0.1 0.0 0.0 -0.046
C 0.71679 6.57163 -1.88290 -0.1 0.0 -0.1 -0.556
C -3.83082 2.44066 -1.67467 0.0 0.0 0.0 -0.033
C -0.72567 2.89111 5.57007 0.0 0.0 0.0 -0.124
C -0.39218 4.06725 4.92432 0.0 0.0 0.0 -0.121
C 1.56567 -2.10005 -0.53558 0.1 0.0 -0.1 -0.337
C 0.49632 2.76637 -1.86256 0.1 -0.1 -0.1 -0.643
C -3.86097 4.72611 -0.71560 0.0 0.0 0.0 -0.061
C 3.87721 -1.72214 4.26888 0.0 0.0 0.0 -0.054
H 2.80688 -2.24444 6.05408 0.0 0.0 0.0 0.115
H -0.19370 -2.71467 1.54596 0.0 -0.1 0.0 0.020
H 0.66060 -1.34681 5.25471 0.0 0.0 0.0 0.103
H 2.52114 -0.21284 1.55754 0.0 0.0 0.0 0.074
H 4.68309 -1.09464 2.38111 0.0 0.0 0.0 0.115
H -1.81948 -2.56166 0.82698 0.0 0.0 0.0 0.058
H 2.55651 7.67250 -2.07318 0.0 0.0 0.0 0.089
H -4.74196 -2.69652 4.35184 0.0 0.0 0.0 0.115
H 0.81641 8.31971 -0.61349 0.0 0.0 0.0 0.089
H -2.77686 0.83316 2.95061 0.0 0.0 0.0 0.101
H -1.03651 7.25876 -2.98682 0.0 0.0 0.0 0.083
H -0.68786 -3.79471 0.21313 0.0 0.0 0.0 0.067
H 1.94654 -2.08246 0.48167 0.0 0.0 0.0 0.027
H 2.02448 4.15059 -2.41667 0.0 0.0 0.1 0.102
H 2.75589 6.12354 -1.25056 0.0 0.0 0.0 0.090
H -2.58268 -3.89717 4.37591 0.0 0.0 0.0 0.115
H 0.31706 6.76554 -4.01343 0.0 0.0 0.0 0.092
H 4.82269 -2.10007 4.63524 0.0 0.0 0.0 0.115
H -4.88117 2.38330 -1.37856 0.0 0.0 0.0 0.087
H -2.54701 3.53596 1.36446 0.0 0.0 0.0 0.086
H -3.40752 1.44017 -1.63944 0.0 0.0 0.0 0.073
H -0.71928 7.47042 -0.49195 0.0 0.0 0.0 0.079
H -4.08774 2.71430 1.05701 0.0 0.0 0.0 0.092
H -0.51674 -2.74194 3.71395 0.0 0.0 0.0 0.103
H 0.38060 8.30540 -3.14242 0.0 0.0 0.0 0.090
H -3.84189 5.21862 -1.68949 0.0 0.0 0.0 0.094
H 2.54546 6.18784 -3.01378 0.0 0.0 0.0 0.086
H -3.78903 2.79858 -2.70524 0.0 0.0 0.0 0.098
H -4.90404 4.52202 -0.46900 0.0 0.0 0.0 0.089
H -1.75076 5.72594 -1.21895 0.0 0.0 0.0 0.098
H 2.11971 -1.40944 -1.16505 0.0 0.0 0.0 0.007
H 1.62750 -3.10619 -0.95080 0.0 0.0 0.0 0.065
H -4.83339 -0.32801 3.64858 0.0 0.0 0.0 0.116
H -2.56993 1.87305 0.72273 0.0 0.0 0.0 0.042
H -3.47100 5.41622 0.03589 0.0 0.0 0.0 0.087
H 0.72245 6.79852 0.28651 0.0 0.0 0.0 0.084



81
Properties=species:S:1:pos:R:3:forces:R:3:lowdin_charge:R:1 method="wB97M-V/def2-TZVPD" homo_lumo_gap_ev="4.716 / 6.477" s2=0.7714 charge=+1 e_lumo_ev="-2.9 / -2.9" spin_multiplicity=2 relative_energy_kj_mol=0.0
Hg -0.92014 1.01631 -0.28169 0.0 0.0 -0.1 1.224
Br -5.48217 -4.01255 3.23308 0.0 0.0 0.0 0.739
O -1.26465 3.65305 -0.69572 0.1 0.0 0.0 -0.131
O -3.01298 0.42802 -0.00002 0.0 0.0 0.1 -0.219
N 0.98419 1.74602 0.52792 0.0 0.0 -0.1 -0.075
N 5.64573 -1.40010 0.85557 0.2 -0.1 0.0 0.055
N -3.42448 -6.03743 0.60685 0.0 0.0 0.0 0.192
N -0.77157 -1.68713 -1.06114 0.0 0.1 0.1 0.044
N -1.05344 1.15921 -2.64129 0.0 0.0 0.0 0.033
N -0.77622 0.22717 1.98317 0.0 0.1 0.0 0.025
N 2.96670 -0.78808 -0.01326 0.4 -0.4 0.0 -0.021
C -1.97630 1.82381 -4.72081 0.0 0.0 0.0 -0.006
C -3.50107 -2.06346 2.65960 0.1 0.0 0.0 -0.102
C 1.33268 1.35805 1.80149 0.0 0.0 0.0 -0.203
C -2.86538 -1.02482 1.94359 0.0 0.0 0.0 -0.141
C -2.14726 -3.93462 -0.19264 0.0 0.0 0.0 -0.210
C 0.82291 0.19068 3.87625 0.0 0.0 0.0 -0.045
C 2.92921 1.31983 3.64683 0.0 0.0 0.0 -0.075
C -4.70998 -1.11388 0.37841 0.0 0.0 0.0 -0.021
C 2.04704 0.56424 4.40295 0.0 0.0 0.0 -0.094
C -2.86519 -5.09645 0.25997 0.0 0.0 0.0 -0.166
C 3.52247 2.42623 1.51067 0.0 0.0 0.0 -0.080
C -0.91718 1.25206 -5.39756 0.0 0.0 0.0 -0.042
C -1.90052 -2.07126 -1.65279 0.0 0.0 0.0 -0.129
C -5.29803 -2.12750 1.08739 0.0 0.0 0.0 -0.114
C 0.08310 0.62223 -4.67064 0.0 0.0 0.0 -0.051
C 3.12584 2.78783 0.21425 0.0 0.0 0.0 -0.118
C -3.18072 2.39296 -2.59185 0.0 0.0 0.0 -0.125
C 1.87762 2.44453 -0.23532 -0.1 0.0 0.0 -0.199
C -2.02688 1.77013 -3.32917 0.0 0.0 0.0 -0.263
C 2.60855 1.71549 2.34003 0.0 0.0 0.0 -0.209
C -0.02979 0.59849 -3.29657 0.0 0.0 0.0 -0.146
C -1.61678 -0.57975 2.51652 0.0 0.0 0.0 -0.089
C 0.44744 0.57941 2.58447 0.0 -0.1 0.0 -0.228
C -3.00658 3.90241 -2.31513 0.0 0.0 0.0 -0.156
C 5.41203 -0.73105 -0.46855 0.0 0.1 0.0 -0.095
C -3.47454 -0.52203 0.75779 -0.1 0.0 -0.1 -0.373
C 3.22216 -1.41655 1.27757 0.0 0.2 0.0 -0.187
C -4.67898 -2.61739 2.24469 0.0 0.0 -0.1 -0.713
C 4.02164 -1.11215 -0.96112 -0.2 0.2 0.0 -0.187
C -2.62292 -3.18587 -1.26273 0.0 0.0 0.0 0.004
C -2.56552 4.21680 -0.90319 0.0 0.0 0.0 -0.241
C -0.32396 -2.41379 -0.03753 0.0 -0.1 0.0 -0.139
C 4.58225 -1.05292 1.86137 -0.2 0.1 0.1 -0.093
C -0.96934 -3.54271 0.43442 0.0 0.0 0.0 -0.001
H 0.59307 -2.06540 0.42451 0.0 0.0 0.0 0.086
H 3.83759 -0.59255 -1.90095 0.0 0.0 0.0 0.128
H -3.35437 1.84676 -1.66348 0.0 0.0 0.0 0.082
H 0.14392 -0.38412 4.48902 0.0 0.0 0.0 0.097
H -4.07060 2.24806 -3.20612 0.0 0.0 0.0 0.120
H -3.95829 4.41094 -2.47792 0.0 0.0 0.0 0.120
H 4.81174 -1.58856 2.78123 0.0 0.0 0.0 0.140
H 6.20926 -1.04661 -1.14037 0.0 0.0 0.0 0.135
H -1.40293 -1.02822 3.49076 0.0 0.0 0.0 0.114
H -2.52680 5.29857 -0.75544 0.0 0.0 0.0 0.123
H 4.47338 2.74741 1.91699 0.0 0.0 0.0 0.101
H 4.65311 0.02066 2.02901 0.0 0.0 0.0 0.107
H 0.70873 0.09976 -2.68062 0.0 0.0 0.0 0.093
H -0.87434 1.28823 -6.47810 0.0 0.0 0.0 0.116
H 2.45669 -1.12077 1.99536 0.0 0.0 0.0 0.106
H 2.30530 0.28138 5.41504 0.0 0.0 0.0 0.105
H -0.90254 3.98055 0.13518 0.0 0.0 0.0 0.089
H -5.18124 -0.72516 -0.51575 0.0 0.0 0.0 0.119
H 2.85765 0.21886 0.06900 -0.1 0.0 0.1 0.070
H 3.77788 3.36372 -0.42930 0.0 0.0 0.0 0.100
H 3.87973 1.63198 4.06563 0.0 0.0 0.0 0.112
H 1.52474 2.74148 -1.21490 0.0 0.0 0.0 0.096
H -2.25270 -1.44776 -2.46696 0.0 0.0 0.0 0.112
H 3.15834 -2.50532 1.15366 0.0 0.0 0.0 0.128
H -2.29370 4.34227 -3.01702 0.0 0.0 0.0 0.122
H -3.03268 -2.43051 3.56547 0.0 0.0 0.0 0.107
H -3.53981 -3.45733 -1.76501 0.0 0.0 0.0 0.129
H -2.77903 2.31059 -5.25825 0.0 0.0 0.0 0.124
H 3.99280 -2.18659 -1.17661 0.0 0.0 0.0 0.127
H 6.56224 -1.14084 1.21923 0.0 0.0 0.0 0.182
H -3.27339 3.79097 -0.18473 0.0 0.0 0.0 0.125
H -0.57915 -4.09792 1.27584 0.0 0.0 0.0 0.125
H 5.65683 -2.41296 0.71758 0.0 0.0 0.0 0.181
H 5.48003 0.34230 -0.28960 0.0 0.0 0.0 0.134
H 0.92715 0.15378 -5.15604 0.0 0.0 0.0 0.108
H -6.23760 -2.55111 0.75758 0.0 0.0 0.0 0.107



E_tot in eV, matching the order above: -212210.0835, -124578.4502